The following is a DFT calculation (ωB97M-V/def2-TZVPD) of a molecular structure, C26H35MnN3O2P2Si in a non-equilibrium geometry.

Geometry as XYZ:
```
70
Properties=species:S:1:pos:R:3:forces:R:3:mulliken_spin:R:1
Mn -0.0479 -0.8732 0.6057 -0.63 0.37 -0.04 1.066
O -1.4348 4.3488 -0.9675 -0.01 0.02 0.03 0.000
C -0.7471 3.8257 -1.9836 0.03 0.02 -0.17 -0.001
C -0.6343 4.6203 -3.1281 0.07 -0.11 -0.02 0.000
C 0.0446 4.1562 -4.2303 -0.01 0.05 -0.03 0.000
C 0.6339 2.8862 -4.2371 0.00 -0.03 0.04 0.000
C 0.5465 2.1047 -3.1139 0.06 -0.03 -0.08 0.000
C -0.1299 2.5533 -1.9624 -0.07 0.03 0.12 -0.003
C -0.1743 1.7092 -0.7877 -0.22 0.36 -0.18 -0.001
O 0.6557 0.6038 -0.7685 0.17 -0.01 0.17 0.035
N -0.9086 1.9766 0.2417 0.01 -0.31 -0.38 -0.001
N -0.8974 0.9457 1.1556 1.29 0.32 0.39 -0.007
C -0.6543 1.1995 2.3895 -0.53 -0.93 0.04 0.001
C -0.6715 -0.0144 3.2341 -0.04 0.34 0.02 -0.004
C -0.8430 0.0587 4.6008 0.02 -0.20 0.09 0.001
C -0.9982 -1.1267 5.3138 0.01 0.10 0.00 -0.002
C -0.9784 -2.3260 4.6271 0.00 -0.04 -0.13 0.003
C -0.7648 -2.3151 3.2535 0.03 -0.04 0.08 -0.001
N -0.5965 -1.1897 2.5618 0.11 0.13 -0.02 -0.018
H -1.5126 3.7047 -0.2492 -0.02 -0.11 0.18 0.000
H -1.1006 5.5953 -3.1204 -0.01 0.01 0.02 0.000
H 0.1149 4.7827 -5.1097 0.00 0.00 0.00 0.000
H 1.1445 2.5255 -5.1183 0.00 0.00 0.00 0.000
H 0.9818 1.1138 -3.1138 -0.01 0.04 0.00 -0.001
H -0.4728 2.1723 2.8365 -0.25 0.17 -0.25 0.000
H -0.8775 1.0202 5.0943 -0.01 0.01 0.00 -0.001
H -1.1483 -1.1048 6.3846 0.00 -0.01 0.00 0.000
H -1.1190 -3.2686 5.1361 0.00 0.00 0.01 0.000
H -0.7335 -3.2373 2.6865 0.00 0.00 0.02 0.001
C -1.8585 -0.9702 -2.3778 -0.05 -0.18 -0.03 0.001
P -1.8520 -1.5615 -0.6608 0.13 0.44 0.44 -0.038
C -3.4916 -1.1185 -0.0329 -0.09 -0.04 -0.14 0.003
C -1.7669 -3.3628 -0.7592 -0.06 -0.05 -0.04 0.009
C -2.8495 -4.1300 -1.1823 0.02 -0.06 0.01 -0.003
C -2.7312 -5.5076 -1.2807 -0.03 0.05 0.00 0.001
C -1.5285 -6.1233 -0.9650 0.03 -0.02 0.00 0.001
C -0.4438 -5.3667 -0.5482 -0.05 -0.02 -0.01 -0.003
C -0.5524 -3.9816 -0.4374 0.05 -0.14 0.06 -0.007
P 0.8621 -2.9325 0.0306 0.10 -0.06 -0.25 -0.029
C 1.8959 -2.9403 -1.4705 -0.05 -0.13 -0.07 0.004
C 1.8696 -3.8995 1.1935 0.00 0.01 0.06 -0.002
H -2.6627 -1.4714 -2.9187 0.01 0.06 -0.07 -0.001
H -0.9117 -1.1972 -2.8676 0.00 -0.02 0.02 0.000
H -2.0199 0.1061 -2.4095 -0.03 0.07 0.03 -0.001
H -4.2795 -1.5087 -0.6785 -0.02 0.04 0.04 -0.003
H -3.5632 -0.0299 -0.0160 -0.01 0.00 -0.01 0.001
H -3.6404 -1.4920 0.9791 0.06 -0.04 0.01 0.000
H -3.7927 -3.6616 -1.4343 0.01 0.02 0.00 0.000
H -3.5763 -6.0994 -1.6050 0.00 -0.01 0.00 0.000
H -1.4331 -7.1977 -1.0461 0.00 0.00 0.00 0.000
H 0.4823 -5.8758 -0.3169 0.03 0.02 0.01 0.000
H 2.1268 -3.9717 -1.7415 0.03 0.02 -0.04 -0.001
H 2.8304 -2.4012 -1.3140 -0.01 0.00 0.05 -0.001
H 1.3540 -2.4801 -2.2975 0.00 0.01 0.01 0.002
H 2.0026 -4.9206 0.8411 0.06 0.00 0.00 -0.001
H 1.4300 -3.9247 2.1889 -0.04 -0.01 -0.02 -0.001
H 2.8537 -3.4364 1.2736 0.00 -0.01 0.00 0.000
C 2.6523 -0.1819 1.0957 0.06 0.05 -0.24 0.009
Si 2.3604 0.9502 -0.3859 0.02 0.04 0.11 -0.004
C 2.4840 2.7260 0.1350 0.06 -0.13 -0.10 0.000
C 3.3936 0.5211 -1.8645 -0.08 -0.01 0.13 -0.001
H 3.4276 0.2773 1.7162 -0.01 0.02 0.02 0.000
H 3.0204 -1.1677 0.8167 0.03 0.01 -0.01 0.000
H 1.8051 -0.3129 1.7860 -0.08 0.02 0.04 -0.001
H 3.5442 2.9143 0.3328 -0.01 0.03 0.05 0.000
H 1.9316 2.9616 1.0455 -0.01 -0.04 0.02 0.000
H 2.1787 3.4239 -0.6458 0.00 -0.04 -0.01 0.000
H 4.3800 0.1630 -1.5605 -0.02 -0.02 0.04 0.000
H 3.5518 1.3953 -2.4963 -0.07 0.03 -0.02 0.000
H 2.9221 -0.2548 -2.4693 0.05 -0.03 -0.02 0.000
```
Positions in Å, forces in eV/Å.

⟨S²⟩: 0.81
Multiplicity: 2
ΔE to the lowest compared entry with this formula, charge and spin: 0.00 kcal per mole
HOMO (spin up / spin down): -0.4983 / -0.4984 Eh
Kohn-Sham gap (spin up / spin down): 7.0 / 7.0 eV
Total charge: +2
Max |F|: 0.027 Eh/bohr


The following is a DFT calculation (ωB97M-V/def2-TZVPD) of a gas-phase ion, C3H9NO (charge +1) in a non-equilibrium geometry.

Geometry as XYZ:
```
14
Properties=species:S:1:pos:R:3:forces:R:3:mulliken_spin:R:1
C 1.3339 -1.7195 -0.4486 -0.46 -1.90 1.25 0.008
O 0.3255 -0.8865 0.1113 -0.18 2.29 0.09 0.210
H 2.3040 -1.5946 0.0231 -0.02 -0.18 0.46 0.008
H 1.4655 -1.4829 -1.4638 -0.06 0.28 -1.53 0.007
H 0.8890 -2.7561 -0.3162 1.00 1.25 -0.21 0.004
C -1.7002 1.0977 -0.2413 0.75 4.97 -2.21 0.034
C 0.5679 0.5095 0.0844 1.86 1.04 1.03 0.026
N -0.5654 1.1431 0.7145 -1.71 -3.86 -2.43 0.530
H -1.7082 0.1415 -0.7805 0.55 -0.13 -0.01 0.055
H -2.6984 1.2809 0.1386 0.20 0.04 0.69 0.001
H -1.4347 2.0271 -0.9668 -1.01 -2.41 0.94 0.017
H 0.7693 0.9252 -0.9336 -0.15 -0.33 0.64 0.024
H 1.4558 0.8722 0.8054 -1.03 -1.05 -1.41 0.082
H -0.8984 0.3510 1.2346 0.24 -0.02 2.71 -0.006
```
Positions in Å, forces in eV/Å.

⟨S²⟩: 0.76
Multiplicity: 2
ΔE to the lowest compared entry with this formula, charge and spin: 71.04 kcal per mole
HOMO (spin up / spin down): -0.6019 / -0.5758 Eh
Kohn-Sham gap (spin up / spin down): 13.4 / 6.2 eV
Total charge: +1
Max |F|: 0.107 Eh/bohr